{"formula": "C43H94Br2N12O28", "method": "ωB97M-V/def2-TZVPD", "symbols": ["C", "C", "C", "C", "C", "C", "N", "O", "C", "C", "C", "H", "H", "H", "H", "H", "H", "H", "H", "H", "H", "H", "H", "H", "H", "H", "H", "H", "H", "C", "C", "N", "C", "C", "C", "C", "C", "O", "C", "H", "H", "H", "H", "H", "H", "H", "H", "H", "H", "H", "H", "H", "H", "H", "H", "H", "H", "H", "H", "C", "C", "C", "O", "C", "C", "C", "O", "O", "O", "H", "H", "C", "N", "O", "O", "H", "H", "H", "C", "N", "O", "O", "H", "H", "H", "C", "N", "O", "O", "H", "H", "H", "C", "N", "O", "O", "H", "H", "H", "C", "N", "O", "O", "H", "H", "H", "C", "N", "O", "O", "H", "H", "H", "C", "N", "O", "O", "H", "H", "H", "C", "N", "O", "O", "H", "H", "H", "C", "N", "O", "O", "H", "H", "H", "C", "N", "O", "O", "H", "H", "H", "Br", "C", "C", "Br", "H", "H", "H", "H", "C", "C", "O", "C", "C", "H", "H", "H", "H", "H", "H", "H", "H", "H", "H", "C", "C", "O", "C", "C", "H", "H", "H", "H", "H", "H", "H", "H", "H", "H"], "positions_angstrom": [[-1.06423, 3.03000, -3.99631], [-2.59373, 2.90796, -3.99323], [-3.00608, 1.41597, -3.91659], [-4.40887, 1.05846, -3.51498], [-4.90611, 1.85699, -2.25606], [-4.58036, 3.41799, -2.24113], [-3.13456, 3.61965, -2.69576], [-2.51795, 4.79401, -2.26645], [-4.78705, 3.97310, -0.83787], [-5.54385, 4.20851, -3.17356], [-3.16223, 3.46119, -5.25148], [-0.51503, 2.41246, -4.70702], [-0.57095, 2.85980, -3.03932], [-0.90298, 4.10002, -4.12728], [-2.41451, 0.98058, -3.11125], [-2.70156, 0.92292, -4.83977], [-4.31344, -0.02061, -3.39412], [-5.14154, 1.09686, -4.32110], [-4.44400, 1.34284, -1.41332], [-5.96537, 1.67294, -2.07664], [-5.80712, 3.84124, -0.47711], [-4.55103, 5.02950, -0.70975], [-4.17874, 3.37439, -0.15993], [-5.27632, 5.26495, -3.19510], [-6.60241, 4.13783, -2.92346], [-5.64031, 3.80497, -4.18151], [-4.11403, 2.97973, -5.47587], [-2.46808, 3.40486, -6.08999], [-3.30561, 4.54009, -5.19215], [6.39479, -1.11830, 1.86003], [6.39198, -2.43483, 1.15328], [5.07663, -2.82682, 0.41600], [4.73201, -1.81815, -0.68048], [5.36826, -4.23839, -0.23272], [4.16597, -4.94071, -0.94842], [3.91671, -2.90613, 1.41037], [3.96388, -3.97439, 2.53069], [4.08092, -5.30427, 2.16128], [3.93046, -6.28436, 3.20519], [7.43253, -0.82823, 2.02450], [5.89661, -1.12695, 2.82949], [5.86480, -0.38259, 1.25509], [6.66758, -3.30138, 1.75431], [7.16261, -2.37337, 0.38487], [5.56088, -1.77630, -1.38711], [4.40119, -0.86667, -0.26414], [3.89719, -2.29290, -1.19602], [5.74280, -4.74984, 0.65398], [6.26718, -4.09854, -0.83312], [4.62819, -5.87240, -1.27464], [3.79880, -4.41693, -1.83100], [3.30220, -5.11679, -0.30734], [3.10252, -3.07691, 0.70608], [3.75521, -1.87856, 1.73613], [3.06847, -3.84108, 3.13778], [4.78457, -3.68174, 3.18560], [4.36034, -7.23915, 2.90242], [2.91121, -6.37677, 3.58027], [4.51517, -6.09620, 4.10564], [-0.71423, -1.19771, -0.88038], [0.56774, -0.95221, -1.08354], [1.10334, 0.47132, -0.95812], [2.33757, 0.83173, -1.10520], [0.28050, 1.53554, -0.69824], [-1.11474, 1.34084, -0.52858], [-1.69667, -0.12444, -0.66241], [-2.90248, -0.32686, -0.55117], [-1.80998, 2.31202, -0.20607], [1.27949, -1.97635, -1.32452], [-1.08981, -2.20737, -0.95740], [0.72773, 2.51376, -0.60096], [1.80697, -1.82181, -4.65620], [3.20104, -2.37811, -4.84553], [3.62656, -3.32835, -4.19763], [3.89472, -1.81937, -5.68925], [1.74497, -0.91650, -4.05233], [1.29746, -2.63575, -4.14044], [1.36291, -1.75878, -5.64965], [-0.29177, 4.81875, 1.35160], [0.11970, 6.03523, 0.64133], [0.70455, 6.88735, 1.32274], [-0.15595, 6.18348, -0.51395], [-1.15382, 4.52515, 0.75262], [-0.45751, 5.08364, 2.39585], [0.47399, 4.08179, 1.10951], [0.50517, -5.53049, -1.36197], [0.25594, -5.59646, -2.80521], [1.21014, -5.37405, -3.54526], [-0.79886, -5.90929, -3.31580], [1.18609, -6.32185, -1.04863], [-0.47361, -5.67700, -0.90521], [0.79769, -4.49732, -1.17462], [-5.90560, -1.42772, -0.36783], [-6.51839, -1.42812, -1.75861], [-7.49425, -0.65828, -1.92978], [-6.04686, -2.15281, -2.59597], [-6.51881, -2.06619, 0.26811], [-5.83984, -0.43109, 0.06865], [-4.91612, -1.88077, -0.42930], [5.86741, 1.12596, -1.70140], [7.25167, 0.49649, -1.74010], [7.74201, -0.05086, -0.75623], [7.86386, 0.58084, -2.77210], [5.87032, 2.12323, -2.14134], [5.63192, 1.14561, -0.63733], [5.17525, 0.44562, -2.19752], [-3.42420, 2.25391, 2.70391], [-3.90229, 3.66772, 2.70122], [-3.11497, 4.56579, 2.82790], [-5.10833, 3.87269, 2.70045], [-2.38687, 2.20069, 2.37342], [-4.03332, 1.75287, 1.95156], [-3.61553, 1.69444, 3.61960], [2.94890, 2.80759, 1.62300], [4.07857, 2.14227, 2.32974], [4.98841, 1.69751, 1.69788], [3.95938, 1.90247, 3.51578], [3.31914, 3.14508, 0.65495], [2.55049, 3.60660, 2.24825], [2.15831, 2.08323, 1.42715], [-3.10402, -3.22960, 1.75096], [-2.38608, -4.35628, 1.11391], [-2.95049, -4.83747, 0.14149], [-1.34485, -4.83343, 1.60004], [-4.17096, -3.35951, 1.56966], [-2.85808, -2.26958, 1.29711], [-2.82943, -3.35240, 2.79863], [2.37896, 2.47171, -4.08736], [3.12355, 1.94453, -5.28275], [3.91806, 0.96930, -5.09390], [2.78475, 2.39822, -6.37098], [2.01530, 3.48879, -4.23363], [3.05520, 2.44952, -3.23278], [1.55436, 1.79855, -3.85284], [-2.23800, -3.15948, -3.39521], [-2.99957, -3.71463, -4.54943], [-2.32695, -4.30524, -5.40455], [-4.20022, -3.54609, -4.60398], [-2.44380, -3.90939, -2.63140], [-2.62095, -2.18702, -3.08575], [-1.17649, -3.30956, -3.59209], [3.03134, 5.17658, -1.42496], [3.81838, 6.90882, -0.80105], [4.07773, 6.88944, 0.72988], [4.37126, 8.78738, 1.39710], [3.14984, 7.68094, -1.18182], [4.67259, 7.11907, -1.44465], [4.89052, 6.20793, 0.98092], [3.23145, 6.52733, 1.31364], [0.32331, -1.91778, 2.36966], [0.72213, -0.48338, 2.36114], [0.99736, -0.21720, 3.73329], [0.59614, 1.07847, 4.07146], [0.71511, 1.39642, 5.56691], [0.18560, -2.28131, 1.35133], [1.15693, -2.54732, 2.68091], [-0.48532, -2.06740, 3.08508], [1.64596, -0.37120, 1.79365], [-0.08972, 0.08428, 1.90643], [1.29145, 1.74398, 3.55987], [-0.39120, 1.41094, 3.75091], [1.76126, 1.21007, 5.80968], [0.01498, 0.92951, 6.25966], [0.39769, 2.43867, 5.59910], [-6.39490, -1.39345, 8.20364], [-5.98078, -1.77683, 6.71319], [-4.64191, -1.29728, 6.47140], [-4.44422, -1.07723, 5.08677], [-2.92234, -1.13749, 4.89342], [-6.50069, -0.31677, 8.33665], [-7.36810, -1.83370, 8.42072], [-5.63694, -1.76426, 8.89364], [-6.07157, -2.84331, 6.50715], [-6.80620, -1.46352, 6.07396], [-4.81429, -1.95375, 4.55494], [-4.89566, -0.16821, 4.68930], [-2.40159, -0.40169, 5.50621], [-2.68689, -1.03176, 3.83442], [-2.62775, -2.13081, 5.23200]], "forces_ev_per_a": [[0.0, 1.3, 1.1], [1.3, -2.1, 1.2], [0.8, 0.4, 1.3], [-1.1, 0.6, -0.3], [1.0, -0.7, -0.5], [-1.0, -1.2, 0.5], [2.0, 7.3, 0.8], [-3.6, -7.8, -2.7], [0.6, -0.4, 0.7], [0.1, -0.1, -1.1], [-1.0, 1.7, -0.5], [-0.7, 0.2, -0.4], [-0.5, -0.4, 0.3], [0.6, 0.0, -0.6], [0.5, -0.1, 0.0], [0.0, 0.2, -0.1], [-0.5, -0.1, 0.9], [0.0, 0.5, -0.3], [0.5, 0.5, 0.3], [-0.2, 0.5, -0.4], [-0.2, -0.1, -0.5], [0.1, -0.1, -0.3], [0.3, 0.2, 0.1], [0.1, -0.1, -0.1], [0.2, -0.2, 1.2], [0.8, 0.1, -0.2], [0.1, 0.2, -0.3], [0.1, -0.7, 0.2], [-0.3, 0.1, 0.2], [-0.7, 0.1, 0.5], [-0.1, -0.7, -1.1], [1.4, -0.1, 0.4], [-0.4, -1.5, 0.4], [-0.8, 1.0, 1.0], [1.2, 0.8, 0.4], [-0.4, -0.8, -1.9], [0.3, 1.5, 0.8], [0.1, -1.3, -0.5], [0.5, 0.4, 0.4], [-0.1, 0.2, -0.2], [0.0, -0.1, 0.1], [0.5, 0.1, 0.1], [-0.2, 0.1, 0.3], [-0.2, -0.1, -0.3], [0.1, 0.2, 0.4], [0.2, -0.1, -0.1], [-0.2, 0.4, -0.1], [-0.5, -0.6, -0.3], [-0.4, 0.2, -0.5], [-0.4, -0.2, -0.1], [0.3, 0.1, -0.1], [0.4, -0.2, 0.2], [-0.5, -0.2, 0.3], [0.2, -0.2, 0.7], [-0.3, 0.3, -0.1], [0.3, -0.1, 0.3], [-0.5, 0.1, -0.7], [-0.3, -0.1, -0.5], [0.3, 0.8, 0.0], [-5.5, 2.3, 0.8], [3.3, -1.7, -0.5], [3.9, 1.5, -0.7], [-1.1, -2.3, 0.0], [-2.6, -0.6, 0.2], [1.4, 0.2, 0.1], [1.9, -1.0, -0.2], [-0.8, 0.3, 0.2], [-1.8, 0.2, -0.2], [1.4, 1.0, 0.0], [0.0, -0.1, 0.0], [-0.1, 0.1, 0.0], [-0.4, -1.9, 0.2], [1.7, 0.7, -0.6], [-1.1, 0.7, 0.1], [-0.9, -0.2, 0.4], [0.6, -0.1, -0.2], [-0.1, 0.2, 0.2], [0.3, 0.4, 0.1], [-0.5, -0.2, -1.2], [0.9, 1.9, 1.6], [-0.1, -0.6, -0.6], [-0.2, -0.2, -0.9], [-0.3, -0.4, 0.7], [0.1, -0.4, -0.3], [0.1, 0.0, 0.5], [-1.6, 0.3, 0.5], [1.3, -0.7, -3.0], [0.5, 0.4, 1.0], [-1.0, -0.1, 1.5], [0.1, 0.4, -0.3], [0.1, -0.1, 0.2], [0.5, -0.1, 0.1], [0.3, -0.6, -0.1], [-1.3, 1.5, 0.6], [1.7, -1.3, 0.3], [-0.1, 0.1, 0.2], [-0.3, 0.1, -0.2], [-0.2, 0.0, -0.5], [-0.1, 0.2, -0.3], [0.3, -0.7, 1.2], [0.7, 0.2, -0.2], [-1.2, 0.2, 0.2], [-0.2, 0.2, -0.8], [0.3, -0.3, -0.1], [-0.2, 0.3, -0.2], [0.1, 0.2, -0.2], [-0.2, -0.7, -1.3], [-1.2, 0.1, 1.5], [1.3, 0.2, -0.3], [0.2, -0.8, -0.5], [-0.1, 0.3, 0.2], [0.1, 0.0, -0.1], [0.0, 0.8, 0.4], [0.1, 0.5, -0.5], [-1.4, -1.1, 1.2], [1.3, 0.1, -1.6], [-0.5, 0.7, 0.4], [0.0, 0.1, 0.2], [0.3, -0.1, 0.0], [0.2, -0.3, 0.2], [0.0, -0.1, 0.7], [0.5, -1.6, -0.7], [0.6, 0.3, 0.2], [-1.6, 1.4, -0.5], [0.2, -0.4, 0.1], [0.6, -0.1, 0.0], [-0.2, 0.7, 0.0], [0.7, 0.0, 0.7], [0.4, -2.1, -0.2], [-2.0, 3.1, -0.5], [0.8, -0.5, 1.0], [0.1, -0.2, -0.5], [0.0, -0.1, -0.1], [0.2, -0.1, -0.2], [-0.2, -1.2, 0.5], [1.0, -0.1, -1.6], [-1.0, 0.7, 1.0], [0.3, 0.0, 0.2], [-0.2, 0.2, 0.4], [0.2, -0.1, -0.2], [-0.2, 0.8, -0.3], [0.5, 0.6, 0.4], [-0.2, 0.3, 0.0], [-0.4, 0.4, -0.7], [0.0, -1.5, -0.6], [-0.6, -0.2, 0.8], [0.5, -0.6, 0.5], [0.4, 0.6, 0.0], [-0.2, 0.4, -0.4], [0.7, -1.1, -0.7], [0.5, -1.2, 0.5], [-1.1, 0.5, 0.0], [0.6, 0.9, 0.9], [-0.1, 0.0, -1.0], [-0.8, 0.0, 0.0], [0.1, 0.1, 0.5], [-0.2, -0.2, -0.4], [0.0, 0.4, -0.4], [0.1, 0.6, 0.3], [0.1, 0.5, 0.0], [-0.5, -0.7, -0.4], [-0.2, 0.4, 0.6], [0.2, -0.7, -0.3], [0.7, 0.3, 0.3], [0.5, -0.7, -1.6], [-0.5, 0.4, 2.2], [-2.0, 0.2, -0.5], [1.7, -0.9, 0.3], [-0.7, 0.0, 0.0], [0.2, 0.0, -0.2], [0.1, -0.2, 0.1], [-0.1, 0.0, 0.0], [0.7, -0.5, 0.6], [0.5, 1.2, -0.5], [-0.5, 0.1, -0.3], [-0.2, 0.2, 0.2], [0.0, 0.1, -0.2], [0.3, 0.1, 0.0], [0.3, 0.0, -0.1]], "homo_ev": -7.5, "largest_force_ha_per_bohr": 0.174}